# C18H33Cl3InN6O5S3Si

A molecular structure, C18H33Cl3InN6O5S3Si (the ωB97M-V functional and the def2-TZVPD basis, the Open Molecules 2025 dataset).

The highest occupied orbital energy comes out at -10.256 eV. The value obtained for the energy above the lowest of the compared OMol25 structures with the same formula, charge and spin is 11.2 kcal per mole. Its charge is +1. The frontier orbital gap is 7.4967 eV.

```
70
Properties=species:S:1:pos:R:3:forces:R:3:mulliken_charge:R:1
O 4.870 -3.068 1.053 0.0 0.0 0.0 -0.59
In -1.496 0.455 -0.123 0.1 0.0 0.3 0.96
H -4.353 0.801 -5.266 0.0 0.0 0.0 0.33
H -0.954 -3.785 -0.781 0.0 0.0 0.0 0.33
H 1.005 -4.478 -2.376 0.0 0.0 0.0 0.39
H -0.084 3.806 2.292 0.0 0.0 0.0 0.42
C 6.711 -0.374 2.177 0.0 0.0 0.0 -0.66
H 7.482 -1.132 2.210 0.0 0.0 0.0 0.46
C -1.786 3.802 0.146 0.0 0.0 0.0 -1.00
N -0.783 2.809 0.546 0.0 -0.1 0.0 -0.29
S 5.201 -1.872 0.338 0.0 0.0 -0.1 1.06
Si -4.442 -2.019 -2.894 -0.1 -0.1 -0.1 0.58
C 4.691 1.595 2.067 0.0 0.0 0.0 -0.54
C 0.417 -2.911 0.434 0.0 0.0 0.0 -0.35
C 5.814 1.767 2.863 0.0 0.0 0.0 -0.63
N -2.111 1.041 2.454 0.0 0.0 0.0 -0.30
H -3.372 3.572 1.603 0.0 0.0 0.0 0.32
C -4.289 1.266 1.203 0.0 0.0 0.0 -0.56
H -2.954 1.919 -5.248 0.0 0.0 0.0 0.40
Cl -4.419 -3.868 -3.681 0.0 0.0 0.0 -0.22
H -1.775 0.248 2.983 0.0 0.0 0.0 0.34
H 0.529 -1.506 -1.850 0.0 0.0 0.0 0.14
C 6.811 0.795 2.920 0.0 0.0 0.0 -0.53
H 1.905 -3.131 -3.092 0.0 0.0 0.0 0.43
C 1.600 -3.836 0.180 0.0 0.0 0.0 -0.77
H 3.074 -4.018 -1.218 0.0 0.0 0.0 0.24
H 1.236 -4.871 0.092 0.0 0.0 0.0 0.43
H 0.049 2.935 -0.020 0.0 0.1 0.0 0.35
S -2.773 0.297 -3.608 0.2 0.1 -0.1 1.13
H 0.529 2.181 2.003 0.0 0.0 0.0 0.10
H -1.563 4.794 0.559 0.0 0.0 0.0 0.41
H 7.676 0.955 3.549 0.0 0.0 0.0 0.41
H 3.913 2.343 2.007 0.0 0.0 0.0 0.47
H -1.731 3.888 -0.941 0.0 0.0 0.0 0.41
H 3.046 -1.778 -0.599 0.2 0.0 -0.1 0.14
C -3.211 3.408 0.539 0.0 0.0 0.0 -0.78
H -4.475 0.283 0.766 0.0 0.0 0.0 0.11
C 3.471 0.026 0.430 0.1 0.0 0.0 0.51
H -2.161 3.025 3.126 0.0 0.0 0.0 0.28
C 1.368 -3.454 -2.200 0.0 0.0 0.0 -0.97
H 5.922 2.670 3.448 0.0 0.0 0.0 0.41
H -3.890 1.904 -0.690 0.0 0.1 0.0 0.26
H -3.867 1.918 3.229 0.0 0.0 0.0 0.30
C 5.584 -0.525 1.396 0.1 0.0 0.0 0.28
O -3.553 0.929 -2.580 -0.1 0.0 0.0 -0.57
C 4.583 0.429 1.329 0.0 0.0 0.0 0.11
N -3.482 2.005 0.232 -0.1 -0.1 -0.1 -0.09
N 2.278 -3.411 -1.050 0.0 0.1 0.0 -0.38
O 6.105 -1.938 -0.763 0.0 0.0 0.0 -0.60
C -3.272 0.880 -5.185 -0.1 0.0 0.0 -1.11
N -0.521 -2.870 -0.689 0.1 -0.1 0.1 -0.07
H -0.526 -2.580 -2.761 0.0 0.0 0.0 0.20
C -3.580 1.105 2.557 0.0 0.0 0.1 -0.85
H -0.914 2.076 3.870 0.0 0.0 0.0 0.52
Cl -4.071 -2.102 -0.912 0.0 0.0 -0.1 -0.09
Cl -6.201 -1.100 -3.258 0.0 0.0 0.0 -0.21
H -2.769 0.281 -5.940 0.0 0.0 0.0 0.38
C 0.180 -2.541 -1.929 0.0 0.0 0.0 -0.30
H -5.269 1.725 1.375 0.0 0.0 0.0 0.49
O -1.353 0.318 -3.515 0.0 0.0 0.0 -0.57
H -0.116 -3.215 1.336 0.0 0.0 0.0 0.41
H 0.788 -1.892 0.594 0.0 0.0 0.0 -0.10
H -3.954 0.191 3.020 0.0 0.0 0.0 0.50
C -0.367 2.801 1.952 0.0 0.0 0.0 -0.51
H -3.910 4.076 0.028 0.0 0.0 0.0 0.52
N 3.761 -1.147 -0.155 -0.3 -0.1 0.0 -0.01
O -3.225 -1.219 -3.696 0.0 0.0 0.1 -0.12
C -1.416 2.260 2.917 0.0 0.0 0.1 -0.77
S 2.078 0.867 0.192 -0.1 0.1 0.0 -0.35
H 2.313 -3.803 1.006 0.0 0.0 0.0 0.36
```
Positions in Å, forces in eV/Å.